The following is a DFT calculation (the ωB97M-V functional and the def2-TZVPD basis) of the ion C5H8N3O2 with charge +1.

* structure (SMILES): [NH2+]=C/N=C\C/C(O)=N\C=O
* E_HOMO: -0.51522 Eh
* charge: +1
* orbital gap: 10.23 eV

The geometry in XYZ format:
```
18
Properties=species:S:1:pos:R:3:mulliken_charge:R:1
C 2.28 -0.45 -0.33 0.08
C 0.01 -1.28 0.28 0.38
H -1.93 0.23 -2.18 0.37
O 2.36 0.74 -0.55 -0.57
H -0.04 -1.50 -1.97 0.32
H 0.80 2.51 1.83 0.25
O -0.80 -1.53 1.31 -0.50
N -1.07 1.03 -0.45 -0.29
C -0.72 -1.26 -1.03 -0.49
H -1.57 -1.95 -1.19 0.40
H 2.99 -1.20 -0.75 0.38
N 0.57 1.96 0.99 -0.20
C -0.62 1.43 0.78 0.04
H -1.39 1.48 1.58 0.37
H -0.37 -1.39 2.26 0.44
H 1.30 2.07 0.23 0.33
N 1.22 -0.92 0.36 -0.36
C -1.26 0.09 -1.27 0.05
```